{"formula": "C29H50BrN3O4Si", "method": "ωB97M-V/def2-TZVPD", "homo_lumo_gap_ha": 0.3520, "lumo_ha": 0.0202, "symbols": ["C", "C", "Br", "C", "C", "C", "C", "N", "N", "N", "C", "O", "O", "C", "C", "C", "C", "C", "C", "C", "C", "C", "Si", "C", "C", "C", "C", "C", "C", "C", "C", "C", "C", "C", "C", "C", "O", "O", "H", "H", "H", "H", "H", "H", "H", "H", "H", "H", "H", "H", "H", "H", "H", "H", "H", "H", "H", "H", "H", "H", "H", "H", "H", "H", "H", "H", "H", "H", "H", "H", "H", "H", "H", "H", "H", "H", "H", "H", "H", "H", "H", "H", "H", "H", "H", "H", "H", "H"], "positions_angstrom": [[3.01203, 2.06815, 2.96093], [2.87727, 0.72976, 2.24142], [1.79205, -0.42087, 3.43395], [2.17919, 0.86235, 0.87581], [2.71383, 0.11594, -0.36900], [4.14230, 0.49536, -0.81462], [4.64023, 1.95174, -0.85676], [3.62688, 2.86940, -1.34983], [5.80477, 1.92264, -1.75680], [5.09597, 2.34513, 0.48130], [1.67888, 0.43640, -1.46944], [1.01957, 1.41826, -1.59994], [1.52340, -0.64194, -2.29075], [1.61215, -1.83001, -1.47888], [0.21225, -2.23677, -1.02065], [-0.35240, -1.52279, 0.21204], [-1.28463, -2.40344, 1.03777], [-2.64122, -2.66027, 0.36920], [-3.46211, -1.36976, 0.20343], [-4.77824, -1.29698, 1.01257], [-4.79848, -0.13666, 2.02549], [-5.35961, 1.19587, 1.47871], [-4.08138, 2.44483, 0.86940], [-2.37087, 2.13575, 1.60751], [-4.60105, 4.16689, 1.40653], [-3.86001, 2.35569, -0.99704], [-3.03930, 3.28562, -1.64403], [-2.81389, 3.21707, -3.01116], [-3.41026, 2.21481, -3.76275], [-4.23532, 1.28594, -3.14322], [-4.45745, 1.36026, -1.77388], [2.70145, -1.46756, -0.45301], [2.85844, -2.34148, 0.78868], [3.46141, -3.72170, 0.45817], [2.41489, -4.81107, 0.14596], [2.47166, -5.31293, -1.27390], [3.48132, -5.44979, -1.90013], [1.24298, -5.67330, -1.78783], [3.92702, 2.56075, 2.64549], [3.06532, 1.92144, 4.03860], [2.14191, 2.69587, 2.76790], [3.85643, 0.26948, 2.14803], [1.12318, 0.64932, 0.99718], [2.22381, 1.92097, 0.61910], [4.30283, 0.07147, -1.80650], [4.82238, -0.02848, -0.13560], [4.00099, 3.49794, -2.04445], [3.16462, 3.40517, -0.62928], [5.51122, 1.61489, -2.67922], [6.14558, 2.87285, -1.87714], [5.10094, 3.35938, 0.52770], [6.06711, 2.06263, 0.57262], [2.00212, -2.61417, -2.13279], [0.16417, -3.32205, -0.89839], [-0.43692, -2.00825, -1.87039], [-0.88666, -0.62943, -0.11699], [0.44683, -1.19284, 0.86529], [-0.79771, -3.36481, 1.23358], [-1.47808, -1.94168, 2.01068], [-2.48619, -3.14552, -0.59800], [-3.19710, -3.37311, 0.98166], [-3.67540, -1.20545, -0.85302], [-2.84613, -0.52303, 0.51006], [-5.60779, -1.16586, 0.31444], [-4.94031, -2.23120, 1.55062], [-5.38193, -0.44001, 2.89769], [-3.77708, -0.00455, 2.38852], [-6.07512, 0.96731, 0.68480], [-5.94184, 1.67889, 2.26757], [-1.85026, 1.41008, 0.97820], [-1.79844, 3.06297, 1.54618], [-2.39072, 1.76933, 2.63246], [-4.13615, 4.95910, 0.81984], [-5.68259, 4.30510, 1.40975], [-4.26334, 4.29674, 2.43964], [-2.55440, 4.06612, -1.06784], [-2.16986, 3.93545, -3.50068], [-3.23229, 2.14550, -4.82790], [-4.70503, 0.49472, -3.71361], [-5.10247, 0.62582, -1.30717], [3.62177, -1.67979, -1.00325], [1.91506, -2.51067, 1.30183], [3.54815, -1.85138, 1.47329], [4.16674, -3.64667, -0.36851], [4.01981, -4.04712, 1.33551], [1.40609, -4.48119, 0.38563], [2.60539, -5.68328, 0.77724], [1.04766, -5.10932, -2.54568]], "atomic_forces_ev_per_a": [[-0.06, -0.19, 0.33], [-0.17, 0.27, -0.19], [0.10, -0.16, -0.05], [0.57, 0.09, 0.15], [-0.71, -0.43, -0.03], [0.12, 0.21, 0.34], [0.24, -0.04, -0.13], [0.07, 0.02, -0.10], [-0.31, 0.14, -0.08], [0.00, 0.28, -0.17], [0.16, -0.13, 0.04], [0.00, 0.28, -0.10], [-0.21, 0.01, 0.09], [0.15, -0.15, 0.03], [-0.17, 0.19, -0.13], [-0.03, -0.09, 0.00], [-0.33, -0.12, -0.10], [0.11, 0.04, 0.09], [-0.20, -0.04, -0.07], [0.29, 0.34, -0.08], [-0.14, -0.22, 0.03], [0.27, -0.28, 0.05], [0.13, 0.09, 0.01], [-0.20, -0.07, -0.42], [0.04, -0.07, 0.24], [-0.16, 0.01, 0.02], [-0.01, -0.13, -0.03], [-0.01, -0.01, -0.03], [-0.11, -0.16, 0.03], [0.02, 0.01, 0.10], [0.10, 0.16, -0.04], [0.44, 0.18, -0.06], [-0.02, -0.31, -0.36], [-0.23, -0.06, 0.31], [0.12, -0.05, 0.06], [0.05, -0.14, -0.05], [-0.08, 0.25, -0.12], [-0.16, 0.41, 0.40], [-0.11, 0.11, -0.20], [0.07, 0.00, -0.01], [0.02, 0.06, -0.06], [-0.05, -0.21, 0.15], [-0.12, 0.04, 0.00], [-0.05, -0.02, -0.09], [-0.09, -0.06, -0.03], [0.08, -0.08, -0.11], [0.03, 0.06, 0.03], [-0.14, -0.11, 0.03], [0.05, -0.09, 0.00], [0.11, -0.01, 0.10], [0.02, 0.02, 0.03], [-0.05, -0.19, 0.11], [-0.05, 0.04, -0.09], [0.12, 0.02, 0.14], [0.01, -0.18, -0.07], [0.08, 0.12, 0.07], [0.10, 0.05, 0.05], [0.07, 0.03, 0.06], [0.11, 0.06, 0.01], [0.01, 0.00, -0.01], [-0.02, -0.05, -0.03], [0.04, 0.00, -0.02], [0.04, 0.04, -0.07], [-0.17, -0.16, 0.12], [-0.01, -0.09, -0.07], [-0.09, 0.02, -0.04], [0.00, 0.02, 0.13], [-0.08, 0.13, -0.02], [0.05, 0.13, -0.01], [0.08, -0.07, 0.13], [0.05, 0.03, 0.15], [0.07, 0.11, 0.09], [-0.04, 0.00, -0.09], [-0.02, 0.03, -0.16], [-0.03, 0.03, 0.01], [0.01, 0.04, -0.01], [0.03, 0.04, 0.05], [0.02, 0.05, -0.01], [0.01, 0.02, -0.08], [-0.03, -0.01, 0.00], [-0.03, 0.05, -0.05], [0.03, 0.21, 0.24], [-0.11, 0.11, 0.10], [0.10, -0.05, 0.02], [0.11, 0.00, -0.06], [-0.01, -0.02, -0.03], [-0.05, -0.06, -0.05], [0.13, -0.33, -0.33]]}